This record from the Open Molecules 2025 dataset describes a molecular structure, C12H23BF3INO14PS at a distorted geometry. The level of theory is wB97M-V/def2-TZVPD.

```
57
Properties=species:S:1:pos:R:3:forces:R:3
N 1.235056 0.788435 1.063428 0.2 0.2 -1.6
C 1.289111 -0.642353 0.887717 0.7 0.5 3.4
C 1.800337 -1.237807 2.269676 -0.8 -0.4 0.1
B 3.363749 -0.960322 2.377473 -0.4 -0.1 0.6
O 4.256285 -1.967918 2.101992 -0.2 0.4 -0.7
O 3.795142 0.312308 2.736806 -0.3 -0.1 -1.2
O 2.271342 -1.140774 -0.041067 -2.5 -0.2 -1.0
S 1.653482 -2.614092 -0.475437 3.0 -0.9 -0.2
O 1.708991 -2.801638 -1.867719 -1.5 1.0 -1.2
O 2.506848 -3.534695 0.173741 -0.7 -0.7 1.7
O 0.160527 -2.523002 0.112342 0.5 0.3 -0.2
C -0.113851 -1.121822 0.451636 1.9 0.8 -0.3
C -1.114139 -0.906678 1.570044 0.1 -0.7 -0.3
C -2.404269 -1.715300 1.404912 0.0 1.3 1.0
O -3.105171 -1.436208 0.229599 0.5 0.0 -0.1
C -3.330227 -1.350002 2.621183 -0.6 -1.1 -1.9
F -4.594848 -1.419288 2.213205 -0.9 0.0 -0.1
F -3.164206 -0.108589 3.048632 0.5 0.7 0.7
F -3.233233 -2.220380 3.606140 0.7 -0.2 1.1
P -0.683461 -0.344188 -1.201218 -1.2 -0.8 -1.2
O 0.678886 -0.058406 -2.078322 0.0 0.5 1.0
I -1.610080 1.899138 -0.702902 0.2 0.1 0.2
H 2.080597 1.253764 0.767213 0.0 0.1 0.1
H 1.007168 1.038738 2.011775 0.3 0.0 0.1
H 1.598065 -2.310866 2.328430 0.1 0.0 -0.1
H 1.213565 -0.785609 3.072344 0.2 0.2 0.1
H 4.791101 -1.728193 1.333093 0.4 -0.4 0.3
H 4.445017 0.564132 2.063957 0.4 0.2 0.7
H -0.684732 -1.192482 2.531167 0.1 -0.1 -0.1
H -1.270193 0.170203 1.619936 -0.3 0.0 -0.1
H -2.146924 -2.767773 1.481849 -0.4 -0.2 -0.3
H -3.190926 -0.471718 0.185550 -0.2 -0.1 -0.3
H 0.396578 0.437244 -2.860886 0.1 -0.2 -0.1
C -3.932122 3.206328 3.308185 -0.1 -0.2 0.0
O -3.751878 4.564114 3.714947 0.0 0.0 0.0
C -2.554877 5.070786 3.419175 -0.1 0.0 0.1
O -1.661944 4.489470 2.859907 0.1 0.0 0.0
O -2.519872 6.331349 3.850123 0.0 0.0 0.0
C -1.285676 7.004657 3.598190 0.2 0.2 0.0
H -4.936306 2.915237 3.603395 0.0 0.2 0.1
H -3.840936 3.112947 2.226711 0.1 0.0 0.0
H -3.215383 2.556651 3.807908 0.1 0.0 -0.1
H -1.090339 7.062576 2.528719 0.0 -0.1 0.0
H -0.463900 6.505211 4.108600 0.0 -0.1 -0.1
H -1.385830 8.011736 3.993275 -0.2 -0.1 0.1
C 1.145598 -3.638032 -8.264234 -0.1 -0.1 -0.2
O 2.124283 -2.867446 -7.567572 0.0 0.0 0.0
C 1.754153 -2.493990 -6.339304 0.1 0.0 0.0
O 0.704423 -2.750402 -5.811893 0.0 0.0 0.0
O 2.748830 -1.787831 -5.805391 0.1 0.1 0.0
C 2.491178 -1.321012 -4.476778 0.1 0.0 0.2
H 1.562483 -3.876663 -9.239042 0.2 0.1 0.1
H 0.936181 -4.565120 -7.733167 -0.1 0.1 0.1
H 0.230553 -3.064255 -8.402309 0.0 0.0 0.1
H 2.340419 -2.152029 -3.794141 -0.2 0.1 -0.2
H 1.628962 -0.656925 -4.465801 -0.1 -0.1 -0.1
H 3.366419 -0.761219 -4.155796 0.1 0.0 -0.2
```
Positions in Å, forces in eV/Å.

Output
HOMO energy = -0.326 Ha
Kohn-Sham gap = 8.67 eV
LUMO = -0.193 eV